(1)
Entry from the OMol25 dataset: a molecular structure, C8H17Ba2F3N2O11P in a non-equilibrium geometry (ωB97M-V/def2-TZVPD).

Cartesian coordinates (Å):
1 Ba 3.07 3.18 3.05
2 Ba 4.24 3.77 -0.57
3 N 1.67 2.58 0.41
4 O 1.84 2.38 1.59
5 O 2.32 3.43 -0.13
6 O 0.73 2.09 -0.15
7 C 1.94 0.12 0.82
8 N 1.83 -1.32 1.15
9 O 2.29 -2.27 0.49
10 O 1.24 -1.62 2.19
11 H 1.70 0.80 1.64
12 H 1.32 0.40 -0.03
13 H 2.96 0.45 0.62
14 C -0.43 0.50 -0.99
15 O -0.71 0.26 -2.34
16 P -0.78 -1.25 -2.88
17 O 0.50 -1.95 -2.75
18 O -1.95 -1.84 -1.93
19 C -1.64 -2.71 -0.87
20 O -1.24 -1.15 -4.44
21 C -0.38 -1.13 -5.58
22 H -1.28 1.00 -0.52
23 H 0.52 1.02 -0.88
24 H -0.17 -0.41 -0.44
25 H -0.59 -2.73 -0.60
26 H -1.91 -3.74 -1.08
27 H -2.15 -2.37 0.04
28 H -0.28 -0.12 -5.99
29 H -0.80 -1.77 -6.35
30 H 0.63 -1.54 -5.48
31 C -0.24 2.62 2.79
32 C -0.42 1.43 1.87
33 O -1.15 0.28 2.39
34 C -1.48 -0.78 1.67
35 O -1.30 -0.92 0.44
36 C -2.09 -1.88 2.64
37 F -1.19 -2.69 3.06
38 F -2.71 -1.29 3.65
39 F -2.97 -2.61 1.99
40 H 0.56 2.42 3.50
41 H -1.12 2.87 3.38
42 H 0.04 3.51 2.21
43 H 0.53 1.15 1.41
44 H -0.95 1.83 1.00

For the LUMO energy, the calculation gives -0.4683 Ha. The value obtained for the molar mass is 679.851 g mol⁻¹. As for the highest occupied orbital energy: -16.371 eV. Its charge is +3.



(2)
Entry from the OMol25 dataset: 2 unconnected molecules or ions with the total composition C4H9F2N in a non-equilibrium geometry (ωB97M-V/def2-TZVPD).

Cartesian coordinates (Å):
1 C -1.13 -1.58 0.41
2 C -0.43 1.91 -0.21
3 C -0.32 -0.58 -0.38
4 C 2.42 -0.02 -0.39
5 N -0.54 0.68 0.20
6 F 3.65 0.48 -0.44
7 F 2.13 -0.31 0.92
8 H -0.54 -2.41 0.21
9 H -2.13 -1.70 -0.04
10 H -1.29 -1.27 1.50
11 H 1.57 0.64 -0.53
12 H -0.70 2.19 -1.28
13 H -0.05 2.68 0.55
14 H -0.54 -0.72 -1.38
15 H 2.37 -0.94 -0.94
16 H -0.53 0.43 1.21

For the LUMO energy (alpha / beta), the calculation gives 0.0301 / 0.0301 Ha. The value obtained for the molar mass is 109.119 g mol⁻¹. As for the highest occupied orbital energy (alpha / beta): -7.162 / -7.164 eV. The energy above the lowest of the compared OMol25 structures with the same formula, charge and spin is 90.8 kcal/mol.



(3)
Entry from the OMol25 dataset: a molecular structure, C9H25Cl2O2P2Sn in a non-equilibrium geometry (ωB97M-V/def2-TZVPD).

Cartesian coordinates (Å):
1 C -1.62 -0.12 -3.67
2 C -1.19 -0.27 -2.27
3 H -2.66 0.03 -4.06
4 H -1.16 -1.02 -4.15
5 H -1.03 0.76 -4.01
6 O -1.52 -0.21 -1.09
7 Cl 0.70 -0.22 -2.57
8 Sn 1.62 0.15 1.20
9 P 0.57 -2.38 0.10
10 C -0.65 -3.21 1.15
11 C 0.23 -3.19 -1.51
12 H 0.48 -4.26 -1.45
13 H 2.03 -4.30 0.34
14 H 0.83 -2.72 -2.31
15 H 2.98 -2.78 0.01
16 H -1.65 -2.83 0.89
17 H -0.83 -3.09 -1.78
18 C 2.14 -3.23 0.58
19 H -0.62 -4.29 0.95
20 H 2.31 -3.08 1.66
21 H -0.45 -3.01 2.21
22 P 0.37 2.44 -0.12
23 C -0.84 3.28 1.00
24 C 1.89 3.44 0.19
25 H 0.46 2.67 -2.52
26 H -0.08 4.17 -1.76
27 H -1.20 2.81 -1.95
28 C -0.16 3.08 -1.72
29 H 2.72 2.97 -0.36
30 H 1.74 4.47 -0.19
31 H -0.84 4.36 0.78
32 H -0.58 3.09 2.07
33 H 2.14 3.46 1.26
34 H -1.84 2.86 0.82
35 Cl 2.88 0.31 3.17
36 C -1.06 0.04 3.50
37 O -1.00 -0.11 2.14
38 H -0.46 -0.71 3.98
39 H -2.08 -0.07 3.90
40 H -0.70 1.00 3.86
41 H -1.85 -0.31 1.72

For the LUMO energy, the calculation gives -0.5302 Ha. The value obtained for the molar mass is 416.862 g mol⁻¹. As for the highest occupied orbital energy: -20.153 eV. The energy above the lowest of the compared OMol25 structures with the same formula, charge and spin is 43.5 kcal/mol. Its charge is +3.



Among the records above, which one has the highest molar mass? C8H17Ba2F3N2O11P



Copy entry 3 word for word.
Entry from the OMol25 dataset: a molecular structure, C9H25Cl2O2P2Sn in a non-equilibrium geometry (ωB97M-V/def2-TZVPD).

Cartesian coordinates (Å):
1 C -1.62 -0.12 -3.67
2 C -1.19 -0.27 -2.27
3 H -2.66 0.03 -4.06
4 H -1.16 -1.02 -4.15
5 H -1.03 0.76 -4.01
6 O -1.52 -0.21 -1.09
7 Cl 0.70 -0.22 -2.57
8 Sn 1.62 0.15 1.20
9 P 0.57 -2.38 0.10
10 C -0.65 -3.21 1.15
11 C 0.23 -3.19 -1.51
12 H 0.48 -4.26 -1.45
13 H 2.03 -4.30 0.34
14 H 0.83 -2.72 -2.31
15 H 2.98 -2.78 0.01
16 H -1.65 -2.83 0.89
17 H -0.83 -3.09 -1.78
18 C 2.14 -3.23 0.58
19 H -0.62 -4.29 0.95
20 H 2.31 -3.08 1.66
21 H -0.45 -3.01 2.21
22 P 0.37 2.44 -0.12
23 C -0.84 3.28 1.00
24 C 1.89 3.44 0.19
25 H 0.46 2.67 -2.52
26 H -0.08 4.17 -1.76
27 H -1.20 2.81 -1.95
28 C -0.16 3.08 -1.72
29 H 2.72 2.97 -0.36
30 H 1.74 4.47 -0.19
31 H -0.84 4.36 0.78
32 H -0.58 3.09 2.07
33 H 2.14 3.46 1.26
34 H -1.84 2.86 0.82
35 Cl 2.88 0.31 3.17
36 C -1.06 0.04 3.50
37 O -1.00 -0.11 2.14
38 H -0.46 -0.71 3.98
39 H -2.08 -0.07 3.90
40 H -0.70 1.00 3.86
41 H -1.85 -0.31 1.72

For the LUMO energy, the calculation gives -0.5302 Ha. The value obtained for the molar mass is 416.862 g mol⁻¹. As for the highest occupied orbital energy: -20.153 eV. The energy above the lowest of the compared OMol25 structures with the same formula, charge and spin is 43.5 kcal/mol. Its charge is +3.